# C17H17N4O11PtS

A structure of composition C17H17N4O11PtS at a distorted geometry (the ωB97M-V functional and the def2-TZVPD basis, the Open Molecules 2025 dataset).

Computed properties:
- DFT total energy (hartree) = -2222.081305
- net charge = -1
- E_LUMO (alpha / beta) (hartree) = 0.041 / 0.033
- HOMO level (alpha / beta) (eV) = -5.09 / -6.39
- 2S+1 = 3

```
51
Properties=species:S:1:pos:R:3:forces:R:3:nbo_charge:R:1
Pt 1.7035 0.1618 -0.2864 0.0 -0.3 -0.3 1.200
O 2.3452 2.3058 -3.1121 0.1 -0.1 -0.1 -0.986
S 2.6310 0.9342 -2.7705 -0.1 0.0 0.1 2.544
O 3.2978 0.1466 -3.7724 0.0 0.0 0.0 -0.978
O 3.3645 0.8477 -1.4178 -0.2 0.1 0.0 -1.022
O 1.2811 0.2322 -2.3693 0.2 0.0 0.1 -1.030
O 3.9787 -2.2299 2.5527 0.0 -0.1 -0.1 -0.656
C 3.3128 -1.3579 2.0141 0.1 0.2 0.3 0.759
O 2.6680 -1.4475 0.9167 0.0 0.0 -0.1 -0.766
C 3.1442 -0.0509 2.8149 -0.1 -0.2 0.0 -0.142
C 2.6973 1.1277 2.2360 0.5 -0.5 -0.3 -0.097
C 2.3748 2.2000 3.0325 0.0 0.6 0.1 0.001
C 2.5551 2.1824 4.3989 0.1 0.0 0.1 -0.178
C 3.0737 1.0232 4.9436 0.2 0.2 0.2 0.006
C 3.3550 -0.0956 4.1880 0.0 -0.1 0.0 -0.139
N 3.3191 0.9893 6.4093 -1.1 -0.3 -0.2 0.536
O 3.6786 -0.0645 6.8886 0.4 0.1 0.0 -0.368
O 3.0196 1.9785 7.0472 0.3 0.1 0.0 -0.382
N 1.7882 3.4258 2.4274 -0.3 -0.5 0.3 0.533
O 1.4121 3.3392 1.2813 0.2 0.2 -0.1 -0.343
O 1.6360 4.3869 3.1581 0.2 0.1 -0.2 -0.387
H 2.7317 1.1835 1.1421 -0.2 0.5 0.3 0.212
H 2.3136 3.0375 5.0091 0.0 0.0 0.0 0.278
H 3.7256 -1.0058 4.6371 0.0 0.0 0.0 0.278
C -4.4266 0.5912 -3.9763 0.0 0.0 0.0 -0.617
C -4.1917 -0.8847 -3.6892 0.0 0.0 0.0 -0.215
N -3.1304 -1.1097 -2.7094 0.0 0.0 0.0 -0.424
C -1.8488 -1.6101 -3.2180 0.0 0.0 0.0 -0.209
C -1.1090 -0.6090 -4.0904 -0.1 0.0 -0.1 -0.623
C -3.4618 -0.9521 -1.4072 0.1 0.2 -0.1 0.665
O -4.5945 -0.6642 -1.0413 -0.1 -0.1 0.0 -0.636
C -2.3772 -1.0819 -0.3769 -0.1 0.0 0.0 -0.158
C -2.5933 -1.8138 0.7814 0.0 0.0 0.0 -0.119
C -1.5943 -1.8628 1.7377 0.0 0.0 0.0 -0.250
C -0.4069 -1.1896 1.5052 0.0 -0.1 0.0 0.072
N -0.2056 -0.4779 0.3944 0.0 0.0 0.1 -0.488
C -1.1817 -0.4074 -0.5156 0.2 0.1 -0.1 0.072
H -5.2341 0.7111 -4.7006 0.0 0.0 0.0 0.206
H -3.5301 1.0655 -4.3752 0.0 0.0 0.0 0.212
H -4.7124 1.1052 -3.0592 0.0 0.0 0.0 0.225
H -3.9059 -1.4189 -4.5966 0.0 0.0 0.0 0.194
H -5.1085 -1.3307 -3.3034 0.0 0.0 0.0 0.217
H -2.0584 -2.5201 -3.7887 0.0 0.0 0.0 0.188
H -1.2246 -1.9057 -2.3788 0.0 0.0 -0.1 0.219
H -1.6940 -0.3472 -4.9742 0.0 0.0 0.0 0.193
H -0.1632 -1.0375 -4.4210 0.0 0.0 0.0 0.243
H -0.8668 0.3013 -3.5431 0.0 0.0 -0.1 0.233
H -3.5347 -2.3295 0.9202 0.0 0.0 0.0 0.234
H -1.7162 -2.4262 2.6518 0.0 0.0 0.0 0.228
H 0.4214 -1.2318 2.1991 0.0 0.0 0.0 0.225
H -0.9576 0.1865 -1.3942 0.0 0.0 0.1 0.242
```
Positions in Å, forces in eV/Å.